(1)
Density functional theory data (wB97M-V/def2-TZVPD) for 3 unconnected molecules or ions with the total composition CH5NO2 in a non-equilibrium geometry.

The value obtained for the energy above the lowest of the compared OMol25 structures with the same formula, charge and spin is 99.7 kcal/mol. The calculation puts the HOMO-LUMO gap at 0.317 Eh. The calculation puts the highest occupied orbital energy at -9.800 eV. The value obtained for the LUMO energy is -1.18 eV.

Geometry (Å):
C 0.53 0.77 0.37
N 1.53 -0.16 0.69
O 0.76 1.52 -0.52
H -0.60 -0.73 0.68
H 2.50 0.15 0.65
H 1.35 -0.71 1.54
H -2.82 -0.35 -0.98
H -1.26 -0.05 -0.94
O -1.99 -0.44 -1.48

(2)
Density functional theory data (wB97M-V/def2-TZVPD) for 2 unconnected molecules or ions with the total composition CH5NO2 in a non-equilibrium geometry.

The value obtained for the energy above the lowest of the compared OMol25 structures with the same formula, charge and spin is 7.0 kcal/mol. The calculation puts the HOMO-LUMO gap at 0.412 Eh. The calculation puts the highest occupied orbital energy at -10.251 eV. The value obtained for the LUMO energy is 0.95 eV.

Geometry (Å):
N -1.10 0.63 -0.16
C -0.25 0.53 -1.21
O 0.86 0.05 -0.98
H -0.86 0.15 0.69
H -2.02 1.00 -0.32
H -0.44 0.96 -2.17
O 0.92 -1.00 1.55
H 1.31 -0.59 0.75
H 1.56 -1.72 1.84

(3)
Density functional theory data (wB97M-V/def2-TZVPD) for 2 unconnected molecules or ions with the total composition CH5NO2P in a non-equilibrium geometry.

Its total charge is -1. The value obtained for the energy above the lowest of the compared OMol25 structures with the same formula, charge and spin is 138.4 kcal/mol. The calculation puts the HOMO-LUMO gap (spin up / spin down) at 0.193 / 0.193 Eh. The calculation puts the highest occupied orbital energy (spin up / spin down) at -1.582 / -1.581 eV. The value obtained for the LUMO energy (spin up / spin down) is 3.68 / 3.68 eV.

Geometry (Å):
C -1.43 -0.24 -0.01
N 2.11 0.29 1.05
O -1.95 -0.38 -2.60
O 1.49 -0.31 -0.03
P -1.46 0.65 -1.63
H -0.36 -0.44 0.01
H -2.07 -1.28 0.23
H -1.63 0.54 0.75
H 3.03 -0.10 1.28
H 2.26 1.27 0.95

(4)
Density functional theory data (wB97M-V/def2-TZVPD) for 2 unconnected molecules or ions with the total composition CH5NO2Si in a non-equilibrium geometry.

The value obtained for the energy above the lowest of the compared OMol25 structures with the same formula, charge and spin is 89.2 kcal/mol. The calculation puts the HOMO-LUMO gap (spin up / spin down) at 0.233 / 0.234 Eh. The calculation puts the highest occupied orbital energy (spin up / spin down) at -8.040 / -8.044 eV. The value obtained for the LUMO energy (spin up / spin down) is -1.69 / -1.69 eV.

Geometry (Å):
C -1.44 -0.49 0.81
N 3.17 -0.06 -0.74
O 1.97 0.38 -1.00
O 3.34 -0.63 0.31
Si -0.70 0.83 -0.37
H -1.38 -1.51 0.23
H -1.10 -0.75 1.79
H -2.60 -0.25 0.86
H -0.45 2.22 -0.18
H -0.82 0.24 -1.71